{"formula": "C4H5N3", "method": "ωB97M-V/def2-TZVPD", "symbols": ["C", "N", "C", "C", "N", "C", "N", "H", "H", "H", "H", "H"], "coordinates": [[0.228, -1.693, -0.076], [-0.495, -0.467, -0.368], [0.178, 0.758, 0.005], [0.129, 1.740, -1.105], [0.106, 2.479, -1.992], [-0.362, 1.378, 1.239], [-0.829, 1.828, 2.196], [1.159, -1.704, -0.652], [-0.382, -2.532, -0.421], [0.470, -1.841, 0.988], [-1.440, -0.488, -0.008], [1.238, 0.542, 0.192]], "lowdin_charge": [-0.114, -0.087, -0.344, -0.159, 0.166, -0.160, 0.169, 0.085, 0.086, 0.085, 0.120, 0.153], "homo_lumo_gap_ev": 10.9, "homo_ev": -10.3, "smiles": "CNC(C#N)C#N", "relative_energy_kcal_mol": 46.1, "e_lumo_ha": 0.020}